Below is a structure of composition C8H12S, with properties calculated with ωB97M-V with the def2-TZVPD basis set.

Each line ends with the natural charge from an NBO analysis.
Element x y z (Å)
C  2.943  1.629  0.718  -0.405
C  1.720  1.798  -0.187  -0.244
C  1.564  0.531  -0.960  -0.221
C  1.744  0.728  0.774  0.006
C  0.903  -0.266  0.124  -0.119
C  -3.048  -1.355  0.014  -0.583
C  -0.960  -0.030  0.593  -0.344
C  -1.854  -0.520  -0.474  -0.435
S  1.130  -2.092  0.026  -0.045
H  3.883  1.329  0.143  0.213
H  3.022  2.365  1.619  0.228
H  1.203  2.734  -0.202  0.212
H  2.429  0.126  -1.354  0.188
H  -3.540  -0.810  0.742  0.197
H  -2.688  -2.236  0.423  0.200
H  -3.604  -1.542  -0.852  0.203
H  -0.936  -0.479  1.557  0.199
H  -1.032  1.126  0.835  0.199
H  -2.332  0.310  -1.034  0.204
H  -1.279  -1.150  -1.185  0.199
H  0.731  -2.195  -1.321  0.147

Calculated values
- 2S+1 = 1
- lowest unoccupied orbital energy (eV) = 0.6
- energy relative to the best compared isomer or geometry (same formula, charge and spin) (kcal per mole) = 159.88
- HOMO (eV) = -7.9
- gap between HOMO and LUMO (Eh) = 0.314